No. 1
C8H4Cl6Cr2O8S | ωB97M-V/def2-TZVPD

The geometry in XYZ format:
```
29
Properties=species:S:1:pos:R:3
Cr 3.2751 0.0026 -0.5130
Cr -3.6064 -1.1541 1.2463
Cl -5.1348 1.3866 3.4753
Cl -4.5434 4.0316 4.4869
Cl 0.9054 -2.9709 -4.9963
Cl 0.2637 -0.3790 -6.2073
Cl -3.8360 1.6473 5.9904
Cl 2.9970 -1.0228 -5.0199
S 4.0000 -2.3335 0.5845
O -2.9540 -0.2120 -0.6946
O 2.1283 1.2801 0.5415
O 4.5601 -3.5863 0.2238
O 2.8325 -1.9046 -0.1553
O -2.2480 0.5844 1.9175
O 1.5553 0.2659 -1.7789
O 3.7713 -2.6728 2.0079
O 4.7320 -1.1438 0.2531
C 0.5718 0.5478 -1.0912
C 0.9438 1.1954 0.2917
C -1.4163 0.8061 0.9131
C 1.2642 -1.1929 -4.9250
C -0.2044 1.2532 1.2227
C -0.8291 0.1371 -1.4041
C -3.9637 2.3275 4.3745
C -1.7667 0.2727 -0.4814
H -0.1595 1.6542 2.2245
H -2.9921 2.1655 3.9079
H 0.8838 -0.8278 -3.9710
H -1.0300 -0.1576 -2.4235
```

Its LUMO energy (spin up / spin down) is -4.631 / -3.947 eV. The spin multiplicity is 9. For the energy above the lowest of the compared OMol25 structures with the same formula, charge and spin, the calculation gives 0.00 kcal per mole. As for the orbital gap (spin up / spin down): 2.169 / 2.891 eV.

No. 2
C8H4ClMnN2O4S3 | ωB97M-V/def2-TZVPD

The geometry in XYZ format:
```
23
Properties=species:S:1:pos:R:3
Mn -0.5275 0.3010 0.3019
Cl -1.3615 -1.7326 -1.6531
S 2.6996 -0.2482 -0.2923
S 3.7175 1.7786 1.6525
S -2.5222 0.9876 1.0056
O -2.4029 -1.0409 -0.9628
O -1.3959 -3.1118 -1.3674
O -1.4280 -1.4912 -3.0395
O -0.1265 -1.1645 -1.1262
N -3.3643 2.8998 2.8750
N 1.1770 1.3026 1.2399
C 2.7670 3.6708 3.5047
C -2.9693 2.1234 2.1149
C 2.5395 2.6898 2.5582
C 0.1604 2.9135 2.8206
C 1.6792 4.2726 4.1088
C 2.3881 0.9222 0.8480
C 0.3872 3.8930 3.7657
C 1.2395 2.2921 2.1977
H 1.8377 5.0399 4.8494
H -0.4586 4.3660 4.2403
H 3.7774 3.9478 3.7538
H -0.8433 2.6244 2.5597
```

Its charge is -1. Its LUMO energy (spin up / spin down) is 2.635 / 2.211 eV. The spin multiplicity is 6. For the energy above the lowest of the compared OMol25 structures with the same formula, charge and spin, the calculation gives 28.34 kcal per mole. As for the orbital gap (spin up / spin down): 7.656 / 7.234 eV.

No. 3
C8H4MnNO2S8Sb2 | ωB97M-V/def2-TZVPD

The geometry in XYZ format:
```
26
Properties=species:S:1:pos:R:3
Sb -1.3363 -2.3845 2.1251
Sb -3.1060 -2.5475 -3.6623
Mn -1.1351 -1.7889 -0.7104
S -2.7662 -4.0472 2.6484
S -2.8297 -0.9281 0.3344
S -3.2030 -2.5674 -0.8036
S -4.5033 -0.8483 -4.1656
S -2.9349 -4.7125 -4.2758
S -0.0684 -3.3697 -0.1210
S 0.3849 -1.3284 3.1395
S -0.9241 -1.6264 -2.7838
O -1.5286 0.7276 1.3095
O 1.6457 -0.7945 -1.5083
N -0.1625 -0.1940 -0.2623
C 1.7052 1.1408 -0.0022
C 1.1531 -0.0340 -0.7093
C 2.1444 3.3806 1.5090
C 2.9295 1.7630 -0.1095
C -0.4569 0.7196 0.7008
C 3.1348 2.9030 0.6631
C 0.9124 2.7393 1.6362
C 0.7078 1.6180 0.8593
H 0.1459 3.1073 2.3028
H 3.6771 1.3622 -0.7754
H 2.3416 4.2772 2.0776
H 4.0725 3.4329 0.5835
```

Its LUMO energy (spin up / spin down) is -3.296 / -3.200 eV. As for the orbital gap (spin up / spin down): 5.969 / 6.084 eV.

No. 4
C8H4O3S2 | ωB97M-V/def2-TZVPD

The geometry in XYZ format:
```
17
Properties=species:S:1:pos:R:3
S -2.8888 0.4172 -0.2609
S -1.4332 0.7526 3.5297
O -0.0518 1.1604 3.6185
O -1.6525 -0.6680 3.6097
O -2.3500 -0.5916 -2.7231
C -0.4852 -0.2088 -1.2264
C -1.5868 0.7315 0.7284
C -1.8666 -0.2535 -1.6928
C 2.0151 0.0070 -0.0929
C -0.3495 0.3255 0.0695
C 0.9105 0.4404 0.6376
C 0.6139 -0.6309 -1.9510
C 1.8716 -0.5218 -1.3657
H 0.4858 -1.0352 -2.9447
H 2.7423 -0.8539 -1.9114
H 1.0253 0.8497 1.6296
H 2.9998 0.0795 0.3459
```

Its LUMO energy is -1.899 eV. For the energy above the lowest of the compared OMol25 structures with the same formula, charge and spin, the calculation gives 0.00 kcal per mole. As for the orbital gap: 7.233 eV.

No. 5
C8H4O3S2 | ωB97M-V/def2-TZVPD

The geometry in XYZ format:
```
17
Properties=species:S:1:pos:R:3
S -1.8215 -2.4819 0.4632
S -2.8128 1.7219 -0.1972
O -2.2646 2.7185 0.7062
O -1.9236 1.2837 -1.2528
O -2.6443 -0.0576 1.1642
C 0.2552 -1.3233 -0.4041
C 0.3813 0.8600 0.6286
C 1.6373 -1.3425 -0.7139
C -1.6539 -0.6482 0.8170
C 2.2677 -0.0797 -0.6169
C -0.4349 -2.5815 -0.4691
C -0.3473 -0.2507 0.2763
C 1.7183 0.9122 0.1240
H 2.1384 -2.3526 -0.7425
H 2.2077 1.9095 -0.0672
H 3.2608 0.0153 -0.9941
H 0.0360 1.6968 1.2783
```

Its LUMO energy (spin up / spin down) is -1.926 / -1.925 eV. For the energy above the lowest of the compared OMol25 structures with the same formula, charge and spin, the calculation gives 37.24 kcal per mole. As for the orbital gap (spin up / spin down): 7.094 / 7.094 eV.

No. 6
C8H58O19P | ωB97M-V/def2-TZVPD

The geometry in XYZ format:
```
86
Properties=species:S:1:pos:R:3
P -3.5421 -1.1154 -2.1071
O -4.0028 -4.3393 0.0515
O 2.9898 2.4084 6.1418
O 5.1408 5.0683 4.3939
O -10.5402 -2.3848 -1.9872
O 3.9795 -2.9210 -4.6350
O 3.5987 1.9596 1.7473
O 6.4204 3.4272 6.2216
O -3.6023 2.4404 1.5550
O 5.3278 -0.3366 2.9460
O -6.3728 -2.6535 0.2749
O 0.8571 1.4814 2.0704
O -0.8310 -3.4646 0.9113
O 6.0453 -5.0019 -6.0208
O 2.5050 -0.9090 3.6188
O 1.7831 -1.9305 -6.4976
O -8.3480 -4.2615 -1.2066
O 5.1604 2.2193 4.0789
O -1.0919 5.4871 -1.2073
O -1.5867 2.4878 3.6745
C 1.1927 -1.2751 -0.6856
C 1.0692 1.3767 -1.8570
C -2.9853 0.1303 -0.8626
C -2.8349 1.5685 -1.4179
C -0.2749 1.6826 -1.1646
C 1.0086 0.2052 -2.8583
C 0.8499 -1.2132 -2.1942
C -1.4839 1.8215 -2.1247
H 1.5686 -1.8785 -2.6973
H 2.0035 -0.3031 3.0712
H 0.7674 2.3094 1.5887
H 5.4084 -4.3054 -5.8302
H 5.4152 3.0911 4.4349
H -1.8715 4.9848 -0.9528
H 6.1312 -0.8235 3.1476
H -1.4725 2.7031 4.6041
H -9.1237 -4.7542 -0.9171
H -6.9050 -3.0145 -0.4484
H -3.1413 -4.7697 0.0022
H -2.7993 1.9830 1.8269
H -11.2814 -2.8763 -1.6229
H -1.1125 5.4900 -2.1685
H 3.8544 -3.3807 -3.8000
H 5.1114 5.4738 3.5218
H 4.3508 1.3808 1.9403
H 3.3917 2.3451 2.6020
H -1.4373 -2.7210 0.9540
H -0.9464 -3.9098 1.7573
H -4.3119 1.9071 1.9247
H -4.1333 -2.1934 -1.3901
H -0.1338 -1.6742 -2.3924
H -0.8228 1.9359 3.4627
H 3.3634 -2.1816 -4.5932
H 1.8722 1.2300 -1.1234
H 6.4368 -4.7433 -6.8583
H -1.4478 1.1791 -3.0163
H 2.2519 -1.0914 -0.4663
H 1.7412 -1.1225 -7.0167
H 3.9061 2.6926 6.0584
H 6.2091 3.8201 7.0741
H 7.1702 2.8544 6.4104
H -9.7606 -2.9009 -1.7440
H 1.9713 0.2004 -3.3926
H -3.6380 1.7073 -2.1658
H -3.0351 2.3210 -0.6487
H -0.5450 0.9707 -0.3716
H -8.4058 -4.2749 -2.1699
H 2.8701 1.8289 5.3856
H -5.5313 -3.1191 0.2194
H -3.7685 0.1609 -0.0871
H 4.6252 -0.8540 3.3664
H 4.2653 5.2349 4.7591
H 0.5709 -0.6388 -0.0422
H -0.1659 2.6606 -0.6656
H -4.4989 -4.7253 -0.6801
H -4.4497 -0.6178 -3.0667
H -2.0897 -0.2735 -0.3706
H 5.6906 1.5957 4.5755
H 0.2395 0.3014 -3.6344
H 1.5922 1.0401 1.6225
H 1.0001 -2.3080 -0.3609
H 2.5144 -2.4197 -6.8887
H 1.3529 2.2791 -2.4230
H 2.0116 -0.9395 4.4434
H -2.3778 -1.6612 -2.7100
H -1.4989 2.8658 -2.4704
```

Its charge is +1. Its LUMO energy is -2.902 eV. As for the orbital gap: 9.414 eV.

No. 7
C8H5ClFI | ωB97M-V/def2-TZVPD

The geometry in XYZ format:
```
16
Properties=species:S:1:pos:R:3
I -3.0277 0.9303 0.5627
Cl -2.8220 -2.2737 0.3191
F -1.4962 2.0958 -1.6066
C -0.1900 -0.3463 0.5901
C -0.2263 0.4349 -0.5221
C 0.9686 -0.8664 1.1319
C 2.1557 -0.3573 0.6014
C 0.9240 0.8592 -1.1104
C 2.1103 0.4208 -0.5453
C -1.5335 0.9095 -0.9925
C -3.9280 -1.0105 0.6375
H 1.1163 -1.6368 1.9398
H -1.2240 -0.6541 0.9950
H 2.9034 0.6834 -1.1162
H 1.1704 1.4710 -1.9400
H 3.0990 -0.6597 1.0556
```

Its LUMO energy (spin up / spin down) is -1.790 / -1.791 eV. As for the orbital gap (spin up / spin down): 5.238 / 5.237 eV.

No. 8
C8H5ClN2 | ωB97M-V/def2-TZVPD

The geometry in XYZ format:
```
16
Properties=species:S:1:pos:R:3
Cl -0.1417 -3.6299 0.0740
N 1.8978 -1.1301 0.2711
N 1.0311 2.0850 0.0007
C 0.4855 -0.6521 0.0863
C 2.4295 1.5707 0.1998
C 0.0835 0.9195 -0.0261
C -2.7038 0.1297 -0.3030
C -2.2802 -1.4499 -0.1849
C -1.5329 1.2773 -0.2342
C 2.8708 0.0118 0.3515
C -0.6931 -1.8240 -0.0117
H 3.2974 2.3849 0.2523
H -3.1021 -2.3096 -0.2312
H 4.0222 -0.2324 0.5210
H -1.8309 2.4274 -0.3424
H -3.8329 0.4215 -0.4230
```

Its LUMO energy is -1.481 eV. For the energy above the lowest of the compared OMol25 structures with the same formula, charge and spin, the calculation gives 249.39 kcal per mole. As for the orbital gap: 7.082 eV. Its SMILES is Clc1cccc2nccnc12.

No. 9
C8H5I | ωB97M-V/def2-TZVPD

The geometry in XYZ format:
```
14
Properties=species:S:1:pos:R:3
I -4.2149 1.5241 -1.5653
C 1.8900 -0.2947 0.5087
C -0.4288 -0.6487 0.5365
C 0.4941 1.0069 -1.0151
C -1.9374 -0.8521 0.5771
C -1.9963 0.0805 -0.3570
C -0.5475 0.3476 -0.4803
C 1.7633 0.6425 -0.4760
C 0.7699 -0.9825 1.0585
H 2.6379 1.1376 -0.8717
H 0.4109 1.7562 -1.7849
H 0.8972 -1.7147 1.8413
H -2.6074 -1.4697 1.1314
H 2.8691 -0.5330 0.8968
```

Its LUMO energy (spin up / spin down) is -1.994 / -1.994 eV. As for the orbital gap (spin up / spin down): 6.562 / 6.561 eV.

No. 10
C8H5NOS | ωB97M-V/def2-TZVPD

The geometry in XYZ format:
```
16
Properties=species:S:1:pos:R:3
S 2.3991 -0.6925 -0.0205
O -1.7569 2.1081 0.0843
N -1.1720 -2.3095 1.1702
C 0.1675 0.7281 -0.0125
C 1.0802 1.4145 0.7975
C -0.0164 -1.2333 -1.4787
C 2.3279 0.7813 0.8772
C -1.9353 -0.2824 -0.1330
C 0.7110 -0.4703 -0.5918
C -1.2785 0.9933 -0.0494
C -1.5076 -1.3358 0.6732
H 0.2947 -2.2472 -1.6273
H 3.1862 1.1715 1.4999
H -2.8978 -0.2514 -0.4668
H 1.0198 2.3348 1.3957
H -0.6219 -0.7091 -2.1179
```

Its LUMO energy (spin up / spin down) is -2.009 / -1.776 eV. For the energy above the lowest of the compared OMol25 structures with the same formula, charge and spin, the calculation gives 61.47 kcal per mole. As for the orbital gap (spin up / spin down): 6.112 / 7.276 eV.

No. 11
C8H6 | ωB97M-V/def2-TZVPD

The geometry in XYZ format:
```
14
Properties=species:S:1:pos:R:3
C 0.5740 -1.5700 -0.3300
C 0.2440 1.5053 1.4824
C -0.3665 0.4210 -0.4694
C -0.8423 -0.3352 -1.6162
C 0.8895 0.3427 1.6964
C -0.3032 -1.4859 -1.5180
C 0.4695 -0.4501 0.3974
C -0.6346 1.5596 0.3295
H 1.6192 0.1438 2.3327
H -1.2288 2.4154 0.2298
H -0.7011 -2.4414 -2.1357
H 0.6901 2.4604 1.9816
H -1.4456 0.1482 -2.3164
H 0.8832 -2.6514 0.0763
```

Its LUMO energy is -0.750 eV. For the energy above the lowest of the compared OMol25 structures with the same formula, charge and spin, the calculation gives 8.14 kcal per mole. As for the orbital gap: 7.274 eV. Its SMILES is C1=CC2=CC=CC2=C1.

No. 12
C8H6BrF6N2O4S2Yb | ωB97M-V/def2-TZVPD

The geometry in XYZ format:
```
30
Properties=species:S:1:pos:R:3
Yb -0.4771 -0.2719 -0.6295
Br 2.2068 0.2420 -0.6766
S -3.2496 -1.0997 0.2790
S -1.0894 -2.6785 0.1760
F -4.5328 -0.2630 -1.8930
F -3.3600 -2.0364 -2.2101
F -2.3475 -0.0769 -2.0117
F -1.6159 -5.2067 -0.1265
F -0.6039 -4.6931 1.7228
F 0.4849 -4.6727 -0.1535
O -2.1903 -0.0545 0.4901
O -0.1904 -1.7889 0.9583
O -0.7944 -2.2648 -1.2418
O -4.5025 -0.9159 0.8872
N 0.1230 2.0094 -0.5293
N -2.6033 -2.5327 0.4998
C 2.2349 3.0645 -0.1475
C 1.5639 4.2780 0.0012
C -0.5677 5.6632 0.0533
C 0.1814 4.3642 -0.1119
C -0.4994 3.1897 -0.3777
C 1.4392 1.9950 -0.4114
C -3.4590 -0.9041 -1.5899
C -0.6691 -4.5246 0.4378
H 3.3101 2.9811 -0.0671
H -1.2827 5.8095 -0.7564
H -1.1234 5.6678 0.9925
H 2.1423 5.1715 0.2075
H -1.5775 3.1824 -0.4751
H 0.1139 6.5107 0.0630
```

Its charge is +2. Its LUMO energy (spin up / spin down) is -7.098 / -8.565 eV. The spin multiplicity is 2. As for the orbital gap (spin up / spin down): 9.645 / 8.179 eV.

Computed E (Ha) in order:
-6157.26719; -3523.39361; -5329.45368; -1329.27439; -1329.21504; -2110.20498; -1165.30434; -877.16969; -605.36249; -835.88668; -308.28571; -5846.62516
Computed largest force on an atom (eV Å⁻¹) in order:
9.436; 2.322; 2.025; 1.047; 3.233; 1.506; 3.939; 7.394; 3.075; 2.824; 7.176; 3.610